Formula: C48H51Cl2N8O5STi
Source: the Open Molecules 2025 dataset
Level of theory: ωB97M-V with the def2-TZVPD basis set

The geometry in XYZ format:
```
116
C48H51Cl2N8O5STi | the Open Molecules 2025 dataset | ωB97M-V with the def2-TZVPD basis set
Ti 0.9258 0.7145 0.6585
C 2.8710 -2.5771 1.6218
C 3.6626 -2.1931 0.3965
C 4.4008 -3.1368 -0.3112
C 5.1803 -2.7992 -1.4251
C 5.2658 -1.4779 -1.7968
C 4.5562 -0.4977 -1.1114
C 4.8709 0.9679 -1.3179
C 3.7725 -0.8440 0.0161
N 3.1024 0.1865 0.6916
C 3.8739 0.9645 1.5313
O 5.0374 0.7406 1.8229
C 3.1308 2.1565 2.0082
C 3.6679 3.1464 2.8019
C 3.1201 4.4282 2.7304
C 2.1525 4.7341 1.7549
C 1.5790 3.7140 1.0447
N 1.9047 2.3759 1.3613
C 0.7587 3.9671 -0.1665
O 0.4333 5.1279 -0.4742
N 0.4631 2.8540 -0.8890
C 0.0791 3.0923 -2.2185
C -1.2164 3.5052 -2.6126
C -2.2315 3.7887 -1.5488
C -1.5844 3.5580 -3.9416
C -0.6620 3.3315 -4.9696
C 0.6355 3.0103 -4.5980
C 0.9928 2.8691 -3.2502
C 2.4126 2.5555 -2.8869
H 3.2037 -2.0273 2.5014
H 1.8006 -2.3887 1.4848
H 3.0445 -3.6315 1.8537
H 4.3661 -4.1783 -0.0398
H 5.7689 -3.5859 -1.9244
H 5.8500 -1.1866 -2.6513
H 5.0333 1.2446 -2.3482
H 4.0446 1.5671 -0.9378
H 5.7875 1.2216 -0.7578
H 4.5985 2.9562 3.3104
H 3.5597 5.2271 3.2976
H 1.8534 5.7229 1.5426
H -2.4457 2.9236 -0.9398
H -1.8641 4.5313 -0.8557
H -3.1683 4.1364 -1.9939
H -2.6006 3.8206 -4.2029
H -0.9779 3.2530 -5.9842
H 1.4451 2.8093 -5.3218
H 3.0021 2.1755 -3.6927
H 2.8646 3.4482 -2.4632
H 2.4330 1.8035 -2.0950
Cl -2.6777 -0.6628 3.8389
C -4.4168 -0.3660 4.0257
Cl -5.1793 -1.2521 5.3948
H -4.8733 -0.6699 3.0844
H -4.5733 0.6735 4.1959
N 0.6228 -0.3863 1.9048
C 0.5697 -0.8323 3.1843
C 0.0151 -2.1064 3.5156
C 0.0700 -2.5880 4.8079
C 0.7021 -1.8821 5.7769
C 1.1741 -0.6046 5.4991
C 1.0710 -0.0547 4.2531
H -0.3890 -2.6686 2.6892
H -0.2960 -3.6106 4.9905
H 0.8505 -2.2828 6.7990
H 1.6177 0.0186 6.2730
H 1.3618 0.9562 4.0139
N 1.2741 -3.4056 -1.5601
C 0.1584 -4.0920 -1.7934
S -1.3323 -3.5250 -1.3897
N 0.4314 -5.3034 -2.4252
C -0.3594 -6.3360 -2.8571
C -1.7742 -6.4076 -2.7950
C -2.4326 -7.5557 -3.1750
C -1.7697 -8.6869 -3.6639
C -0.3946 -8.6167 -3.7646
C 0.2892 -7.4632 -3.3332
H 1.2634 -2.5171 -1.0480
H 2.1663 -3.8376 -1.6677
H 1.4320 -5.4892 -2.5839
H -2.3300 -5.5423 -2.4120
H -3.5079 -7.5242 -3.1575
H -2.3241 -9.5401 -4.0528
H 0.1450 -9.4234 -4.1956
H 1.3560 -7.4611 -3.4715
C -6.9832 3.4173 2.1255
C -5.6125 2.8558 1.7601
C -5.4204 1.6226 1.1612
C -4.1478 1.1358 0.9065
C -4.0911 -0.2308 0.2318
C -3.0269 1.8962 1.2616
C -3.2134 3.1904 1.8318
C -2.1261 4.1556 2.1884
C -4.5080 3.6079 2.0774
C -1.6109 1.3993 0.9711
O -0.6528 1.8572 1.6165
O -1.4002 0.5526 0.0526
H -7.8230 2.7353 1.8160
H -7.0772 4.3516 1.5780
H -7.0836 3.6483 3.1909
H -6.2725 1.0643 0.8228
H -5.0892 -0.5296 -0.0588
H -3.6490 -0.9604 0.9069
H -3.3859 -0.2076 -0.6007
H -1.6766 3.8719 3.1613
H -2.5618 5.1545 2.4036
H -1.3100 4.2544 1.4585
H -4.6784 4.5537 2.5613
N 1.5511 -0.3293 -3.2778
C 0.6474 -0.3013 -2.2336
N -0.6303 0.0098 -2.5033
O 1.0545 -0.5898 -1.0994
H 1.4495 0.3540 -4.0316
H 2.5278 -0.4758 -2.9838
H -0.7399 0.6660 -3.2677
H -1.1544 0.2109 -1.6316
```

Calculated total energy (hartree): -4842.2928
Total charge: -2
HOMO level (alpha / beta) (Eh): 0.00169 / -0.07918
Multiplicity: 2
Frontier orbital gap (alpha / beta) (eV): 3.61 / 5.81
Energy above the lowest of the compared OMol25 structures with the same formula, charge and spin (kJ/mol): 57.9

Formula: C10H14AsF3N6S5V
Source: the Open Molecules 2025 dataset
Level of theory: ωB97M-V with the def2-TZVPD basis set

The geometry in XYZ format:
```
40
C10H14AsF3N6S5V | the Open Molecules 2025 dataset | ωB97M-V with the def2-TZVPD basis set
V -0.8356 0.7758 -1.3567
C 3.6922 1.3219 1.2248
N 2.5596 0.4152 1.1919
C 2.9358 -0.9620 0.9139
C 1.3489 0.8321 0.6691
N 0.5847 0.1103 -0.0551
N 0.9269 2.0763 1.1211
C -0.0718 2.8581 0.5939
N -0.3000 4.0289 1.2829
N -0.7358 2.5308 -0.4454
H 4.3318 1.0557 2.0701
H 3.3734 2.3547 1.3429
H 4.2765 1.2533 0.3013
H 3.8398 -1.1893 1.4771
H 3.1243 -1.1445 -0.1521
H 2.1425 -1.6272 1.2585
H 1.0216 -0.7390 -0.4198
H 1.4058 2.4393 1.9324
H 0.3938 4.3739 1.9212
H -0.8357 4.7335 0.8023
H -1.4098 3.2324 -0.7552
F -3.3668 -3.1689 2.7204
C -3.5083 -2.0488 1.9679
F -4.8375 -1.9587 1.7307
F -3.2010 -1.0401 2.7938
C -2.7015 -2.1178 0.7136
C -2.4109 -3.3629 0.1636
C -1.7126 -3.4200 -1.0338
C -1.2806 -2.2361 -1.6079
N -1.5169 -1.0470 -1.0689
C -2.2838 -0.9574 0.0380
S -2.6609 0.6409 0.4466
H -2.7319 -4.2604 0.6710
H -1.5047 -4.3622 -1.5152
H -0.7089 -2.2480 -2.5304
S 1.5040 -1.2150 -2.9895
As 0.5641 0.5275 -3.7827
S -1.6421 0.5725 -3.4442
S 1.0764 2.1335 -2.4267
S 1.1553 0.8386 -5.7655
```

Calculated total energy (hartree): -6188.5480
Total charge: -1
HOMO level (alpha / beta) (Eh): -0.13327 / -0.13539
Multiplicity: 3
Frontier orbital gap (alpha / beta) (eV): 5.53 / 5.59
Energy above the lowest of the compared OMol25 structures with the same formula, charge and spin (kJ/mol): 80.7

Formula: C32H78BBrFN5O11PS
Source: the Open Molecules 2025 dataset
Level of theory: ωB97M-V with the def2-TZVPD basis set

The geometry in XYZ format:
```
131
C32H78BBrFN5O11PS | the Open Molecules 2025 dataset | ωB97M-V with the def2-TZVPD basis set
C 0.5313 -4.3297 -1.5219
C 0.7301 -4.3326 0.1040
C 0.6019 -2.8148 0.7956
O -0.1421 -1.9165 -0.0755
C -1.1220 -1.0751 0.6078
B -2.4379 -2.1158 0.6682
O -2.8041 -2.5600 2.0585
N -3.2418 -2.5523 -0.5437
C -3.0002 -4.0359 -0.7593
C -4.6863 -2.2445 -0.2143
O -0.9282 -0.6473 2.0011
P -1.1379 1.0730 2.3657
F -2.9034 0.7915 2.3271
S -1.7936 3.1372 2.6747
C 0.7613 1.5146 2.3879
C 1.0409 3.1363 2.2644
O 1.3728 3.7870 3.4141
Br 0.9996 4.2331 0.5995
O -1.3633 0.9491 4.0693
C -0.7363 -0.1985 4.7089
C -1.7820 -1.4821 4.9661
O -0.9826 1.5192 0.6706
C -1.3305 0.3581 -0.2161
O -2.6824 0.7435 -0.6451
C -0.4501 0.6054 -1.5961
C -0.8482 -0.4213 -2.8299
C 1.1762 0.7285 -1.3331
C 2.1115 0.3185 -2.6129
C 2.4960 -1.2689 -2.4473
H 0.3617 -5.4672 -1.8430
H 1.5432 -4.0177 -2.0730
H -0.4070 -3.7475 -1.9118
H 1.8076 -4.7963 0.3244
H -0.1082 -5.0458 0.5474
H 1.7260 -2.4139 0.8289
H 0.1674 -3.0003 1.8618
H -3.4907 -1.9240 2.4377
H -2.8134 -4.1791 -1.9237
H -3.9506 -4.6607 -0.4343
H -2.0898 -4.4731 -0.1552
H -4.7460 -1.1631 0.2473
H -5.1020 -3.0359 0.5600
H -5.2967 -2.2301 -1.2331
H -3.0732 3.1093 3.2813
H 1.3454 1.0080 1.5104
H 1.2907 1.1780 3.3860
H -0.4795 0.1561 5.8226
H 0.2983 -0.5407 4.2720
H -1.8785 -1.7346 6.1270
H -1.3855 -2.4291 4.3637
H -2.7961 -1.1811 4.4665
H -3.1017 0.0779 -1.2627
H -0.7820 1.6876 -1.9770
H -2.0066 -0.4535 -3.0651
H -0.3392 -0.1211 -3.8670
H -0.5291 -1.5381 -2.6300
H 1.4567 1.8326 -1.0318
H 1.5445 0.0413 -0.4289
H 1.6954 0.6248 -3.6614
H 3.1368 0.9180 -2.4862
H 2.7415 -1.5762 -1.3200
H 1.6050 -1.9543 -2.7739
H 3.4708 -1.5846 -3.0592
C -1.8944 0.8158 -6.7232
C -2.0664 2.2284 -6.1727
C -1.9809 3.3294 -7.2557
O -0.6498 3.6197 -7.6958
C -0.1514 2.7296 -8.6821
N -1.0817 2.4481 -5.1039
H -0.8542 0.5818 -6.9663
H -2.2206 0.0755 -5.9834
H -2.4974 0.6694 -7.6256
H -3.0690 2.2810 -5.7308
H -2.3564 4.2618 -6.8183
H -2.6330 3.1046 -8.1087
H -0.9341 2.3867 -9.3660
H 0.3395 1.8784 -8.2053
H 0.6063 3.2604 -9.2646
H -1.2588 3.3582 -4.6777
H -0.1683 2.5667 -5.5520
C 3.4544 4.6768 -4.9873
C 2.4855 4.7304 -6.1648
C 2.9801 5.6145 -7.3335
O 2.8440 7.0214 -7.1055
C 3.8920 7.5951 -6.3399
N 1.1683 5.1671 -5.6804
H 3.4371 5.5894 -4.3852
H 3.1941 3.8500 -4.3162
H 4.4815 4.5132 -5.3305
H 2.3876 3.7069 -6.5471
H 2.3563 5.3962 -8.2082
H 4.0092 5.3638 -7.6187
H 4.8592 7.1238 -6.5406
H 3.6529 7.5392 -5.2758
H 3.9634 8.6535 -6.6043
H 0.5021 5.1146 -6.4515
H 1.2332 6.1710 -5.4874
C -1.8191 -6.8534 5.8024
C -1.3446 -7.8137 4.7157
C -0.8161 -7.1017 3.4484
O -1.8412 -6.5798 2.5960
C -2.3458 -5.3145 2.9932
N -2.4336 -8.7467 4.3935
H -2.7902 -6.4054 5.5745
H -1.9305 -7.3817 6.7565
H -1.0968 -6.0444 5.9549
H -0.5128 -8.3909 5.1379
H -0.2800 -7.8432 2.8445
H -0.0854 -6.3234 3.7007
H -1.5730 -4.6800 3.4381
H -3.1799 -5.4442 3.6862
H -2.7343 -4.8112 2.1038
H -2.0841 -9.4423 3.7339
H -3.1277 -8.2268 3.8485
C 4.2557 2.2913 7.7506
C 3.2836 3.1537 6.9510
C 1.9586 3.4442 7.6943
O 1.0383 2.3474 7.7068
C 1.2926 1.3806 8.7138
N 3.0409 2.5180 5.6482
H 3.9651 1.2373 7.7717
H 5.2575 2.3344 7.3074
H 4.3359 2.6445 8.7842
H 3.7783 4.1168 6.7753
H 1.4448 4.2536 7.1627
H 2.1414 3.8110 8.7117
H 1.6827 1.8300 9.6323
H 1.9804 0.6199 8.3382
H 0.3489 0.8812 8.9489
H 2.4637 3.1409 5.0826
H 2.4325 1.7106 5.8128
```

Calculated total energy (hartree): -5805.5059
Total charge: -1
HOMO level (Eh): -0.17092
Multiplicity: 1
Frontier orbital gap (eV): 6.73

Question: multiplicity of number 3 (C32H78BBrFN5O11PS)?
Answer: 1